ORCA calculation (ωB97M-V/def2-TZVPD) on an isolated molecule of C5H5N3.

Structure (XYZ):
```
13
Properties=species:S:1:pos:R:3:forces:R:3
C 1.80264 -0.52755 0.01718 0.9 -0.8 -0.3
N 0.94578 -1.51345 -0.06006 0.5 2.9 -0.1
N -0.29651 -0.82124 -0.12426 3.5 -1.3 0.0
C -1.54032 -1.22826 0.01948 -0.9 -3.6 1.1
N -2.28449 -0.21026 0.13041 -2.7 1.7 -1.1
C -1.52552 0.88429 -0.10639 0.2 1.5 0.4
C -0.18064 0.54914 -0.18559 -1.7 -0.1 1.1
C 1.26687 0.92527 0.10272 -1.2 0.6 -0.1
H 2.88270 -0.76515 -0.10129 -0.9 0.1 0.5
H -1.97613 -2.27062 0.13565 1.4 1.3 -0.3
H -2.09057 1.79541 -0.24986 0.7 0.3 0.3
H 1.56711 1.65254 -0.68361 0.6 -0.9 0.3
H 1.42908 1.52990 1.10564 -0.3 -1.7 -1.7
```
Forces are in eV/Å.

Summary:
- E_LUMO: 0.52 eV
- DFT total energy: -357.71597 hartree
- Energy relative to the best compared isomer or geometry (same formula, charge and spin): 35.5 kcal per mole
- Orbital gap: 0.3413 Eh

---

ORCA calculation (ωB97M-V/def2-TZVPD) on a cluster of 2 separate species, C4H14N2O in total.

Structure (XYZ):
```
21
Properties=species:S:1:pos:R:3:forces:R:3
C 0.19017 2.15440 -2.32141 4.0 3.0 -1.2
N 1.47148 1.49711 -1.84732 -0.6 -0.9 -0.1
C 1.14771 0.26429 -1.04215 1.0 0.9 2.0
C 0.20965 0.59256 0.13789 -3.6 -1.1 0.0
C -1.37576 0.59262 -0.17823 0.7 -2.6 1.8
N -2.39057 0.66355 1.03744 2.7 -3.4 -2.4
H 0.31431 2.90103 -3.21051 1.0 -1.3 1.0
H -0.38064 1.46593 -2.82840 -2.2 -1.7 0.1
H -0.04980 2.92700 -1.61178 -1.7 -0.6 0.8
H 1.88155 2.12566 -1.16637 0.2 0.1 -0.2
H 0.97987 -0.62107 -1.66238 -0.9 0.4 -0.1
H 1.94572 -0.14907 -0.33318 0.4 1.1 -1.9
H 0.23519 1.58451 0.54314 1.4 0.7 0.2
H 0.42412 -0.14196 0.93720 -0.4 0.4 -0.2
H -1.44303 -0.23720 -0.96309 -1.0 0.3 1.7
H -1.63544 1.40869 -0.73846 -0.3 2.3 -1.2
H -2.04661 0.60198 1.96827 1.1 -0.8 0.5
H -2.85706 1.48658 1.06947 -1.7 3.1 -0.7
O 0.85080 -4.96584 3.49158 -0.1 -0.1 0.8
H 0.14322 -5.63283 3.56750 0.6 0.6 -0.7
H 1.08513 -4.74036 2.58849 -0.5 -0.5 -0.1
```
Forces are in eV/Å.

Summary:
- E_LUMO: 0.73 eV
- DFT total energy: -345.43150 hartree
- Energy relative to the best compared isomer or geometry (same formula, charge and spin): 90.8 kcal per mole
- Orbital gap: 0.3468 Eh

---

ORCA calculation (ωB97M-V/def2-TZVPD) on an isolated molecule of C20H12Cl2F4O2S.

Structure (XYZ):
```
41
Properties=species:S:1:pos:R:3:forces:R:3
F 2.96184 1.73805 1.83694 -1.3 0.0 0.2
C 1.64884 1.59256 2.21385 0.3 -0.3 -0.3
C 1.08576 2.53361 3.05806 -0.1 0.1 -0.1
C -0.25732 2.36998 3.38038 -0.4 0.4 0.0
F -0.89070 3.38561 4.05425 0.6 -1.0 -0.5
C -0.97137 1.22340 3.04558 0.7 -0.3 0.6
C -0.29294 0.17373 2.38046 0.1 1.5 -0.5
C -0.87985 -1.16013 2.37683 0.3 -0.4 0.4
C -0.81952 -2.04109 1.21356 -0.6 -0.6 -1.5
C -2.02540 -2.49577 0.61791 0.7 -0.3 0.4
C -1.96424 -3.40030 -0.43969 -0.4 0.1 -0.1
F -3.13189 -3.86575 -0.99422 1.1 0.4 0.6
C -0.75958 -3.83602 -0.98203 0.2 0.5 0.3
C 0.40459 -3.30387 -0.43432 0.3 -0.1 -0.3
F 1.61071 -3.63513 -1.00542 -1.2 0.2 0.6
C 0.39686 -2.43584 0.64917 0.1 -0.3 -0.2
C 0.94555 0.48158 1.76239 0.0 -0.2 0.9
H 1.66118 3.38259 3.39662 -0.1 0.1 0.0
H -2.00129 1.08690 3.35878 0.2 0.1 0.1
H -1.75299 -1.28994 2.99866 -0.4 0.2 -0.1
H -2.96519 -2.18062 1.04656 -0.2 -0.1 -0.2
H -0.72054 -4.52330 -1.80855 0.0 -0.1 -0.1
H 1.33974 -2.12933 1.08209 0.0 -0.1 -0.2
H 1.39304 -0.16670 1.02943 0.2 -0.1 0.1
Cl 1.88824 -7.67325 9.99609 0.2 -0.2 0.4
C 1.32094 -6.76234 8.66800 -0.6 0.8 -1.2
C 1.98271 -6.83283 7.43122 -0.5 0.3 0.0
C 1.45291 -6.15181 6.32257 0.3 -0.3 0.4
C 0.27772 -5.41736 6.43650 0.0 0.7 0.1
S -0.46112 -4.61856 4.96387 -0.4 -2.3 1.4
C 0.07426 -3.01208 5.02398 0.5 0.7 0.1
Cl 0.49385 -2.25485 3.64663 0.4 0.2 -0.6
O 0.13404 -5.32854 3.85290 -0.4 0.6 -0.3
O -1.89169 -4.69367 5.20580 0.6 0.2 -0.5
C -0.34098 -5.29308 7.67896 0.2 -0.3 0.6
C 0.17408 -5.96144 8.80581 0.2 0.0 -0.5
H 2.89135 -7.42637 7.33737 -0.3 0.1 0.0
H 1.96665 -6.21939 5.37098 -0.1 0.0 0.0
H 0.41722 -2.54278 5.92476 -0.4 0.0 0.4
H -1.23713 -4.68954 7.79043 0.1 -0.1 -0.1
H -0.31942 -5.87887 9.77688 0.2 0.0 -0.4
```
Forces are in eV/Å.

Summary:
- E_LUMO: -1.71 eV
- DFT total energy: -2637.68472 hartree
- Orbital gap: 0.2369 Eh

---

ORCA calculation (ωB97M-V/def2-TZVPD) on an isolated molecule of C6H9N.

Structure (XYZ):
```
16
Properties=species:S:1:pos:R:3:forces:R:3
C -2.56450 -0.43602 0.21949 -0.1 0.0 0.0
C -1.14358 0.01020 0.09349 -0.2 0.2 0.0
C -0.65977 1.27146 0.06826 -0.2 -0.1 -0.3
C 0.77288 1.14933 -0.27874 0.1 -0.3 -0.1
C 0.98965 -0.31134 -0.11121 -0.1 -0.3 0.6
C 2.34040 -0.90263 0.03396 0.1 -0.2 -0.1
N -0.12637 -0.96116 -0.05533 0.2 0.1 0.2
H -2.63499 -1.40619 0.71430 0.1 0.1 0.0
H -3.15949 0.28686 0.78255 0.1 0.0 -0.1
H -3.02735 -0.54617 -0.76748 0.1 0.0 0.1
H -1.20500 2.18422 0.28230 0.1 -0.1 -0.4
H 1.49937 1.90095 0.05173 -0.1 -0.4 -0.2
H 0.88857 0.87885 -1.38029 -0.1 1.4 0.2
H 2.36799 -1.94272 -0.28454 0.0 0.0 0.0
H 3.11121 -0.32127 -0.47726 -0.1 -0.1 0.0
H 2.55097 -0.85436 1.10878 0.2 -0.1 -0.1
```
Forces are in eV/Å.

Summary:
- E_LUMO: 1.00 eV
- DFT total energy: -288.73906 hartree
- Energy relative to the best compared isomer or geometry (same formula, charge and spin): 27.0 kcal per mole
- Orbital gap: 0.3490 Eh